Below is a molecular structure, C30H44F5N9OPSe2Ti, with properties calculated with ωB97M-V/def2-TZVPD.

HOMO energy = -11.18 eV
Calculated total energy = -8230.4367 hartree
F_max = 0.01028 hartree/bohr
Total charge = +1

Positions of all 93 atoms, in Å:
C  -3.32  -1.49  0.65
H  0.19  -1.16  -4.31
H  0.87  4.31  -0.79
C  0.94  0.87  -4.36
H  1.10  -5.61  -3.09
H  -1.61  -3.71  -4.99
C  2.75  -0.55  -5.38
P  1.75  -2.21  -1.68
N  -1.99  -1.69  0.63
H  -0.82  -3.39  -0.76
H  2.83  -2.47  -4.40
H  2.77  -1.88  1.01
C  4.35  -3.44  -1.68
F  -0.98  2.73  4.56
H  4.99  -0.48  3.96
H  -0.12  -0.25  -2.85
O  0.91  -1.43  -0.58
C  4.24  -4.95  0.37
H  2.20  -4.32  0.77
H  0.19  1.02  -5.14
C  -0.57  -3.87  -1.69
H  1.97  -0.98  -6.02
H  3.67  -0.55  -5.96
H  3.11  3.27  -0.20
C  2.93  -1.42  -4.13
C  -0.55  1.58  4.05
H  4.06  -5.98  0.69
H  4.26  -3.41  -2.76
H  2.28  3.03  1.34
C  3.46  -2.57  0.53
H  -1.38  -5.15  -4.02
N  -3.74  1.32  -1.56
Se  3.28  0.61  2.53
F  1.16  -1.41  5.15
C  2.68  2.52  0.47
N  -1.58  1.42  -1.75
C  2.34  0.87  -4.98
C  -0.72  1.28  2.72
Ti  -0.47  -0.51  0.21
C  0.44  -4.09  -4.44
C  0.94  -3.83  -1.94
C  0.53  -0.55  4.36
H  -2.45  -3.45  -2.63
C  3.74  1.51  0.87
F  -1.35  2.17  1.94
H  4.67  2.05  1.06
H  3.08  1.26  -4.27
H  2.37  1.54  -5.84
H  0.74  -3.08  -4.74
H  5.37  -3.12  -1.46
N  -3.93  -2.44  1.30
H  1.40  -4.39  -1.12
H  -0.69  3.48  -1.01
H  3.27  -5.32  -1.52
H  5.24  -4.67  0.71
H  0.83  1.71  -3.67
N  -3.92  -0.42  0.05
C  3.22  -4.00  1.00
C  -3.22  0.43  -0.75
Se  1.16  1.85  -0.57
N  -2.94  -3.27  1.71
C  1.92  -1.01  -3.03
C  -1.39  -3.35  -2.86
C  0.21  3.54  -0.41
F  0.79  -1.96  2.51
C  0.08  0.66  4.88
C  5.07  0.05  3.01
H  5.48  -0.61  2.26
C  1.29  -4.55  -3.26
H  2.35  -4.47  -3.50
N  -2.69  1.90  -2.16
C  4.19  -4.88  -1.16
N  -1.80  -2.86  1.33
C  0.63  -0.44  -3.62
H  5.00  -5.48  -1.59
H  3.85  -1.41  -1.22
H  4.46  -2.27  0.85
H  3.95  -1.30  -3.74
F  0.27  0.94  6.15
C  -1.05  -4.11  -4.14
C  -0.27  0.09  2.17
C  3.43  -2.40  -1.00
H  2.37  -0.19  -2.46
N  -1.86  0.46  -0.81
H  3.94  0.79  0.08
H  5.71  0.92  3.15
H  -4.93  -0.38  0.02
C  0.33  -0.81  3.03
H  0.66  -4.73  -5.30
H  -0.04  3.72  0.63
H  -0.81  -4.93  -1.54
H  3.30  -4.03  2.09
H  -1.21  -2.28  -3.00

Mulliken atomic charge list, values in e, 4 entries:
1. C -0.052
2. H 0.565
3. H 0.482
4. C -0.618

Below is 4 unconnected molecules or ions with the total composition C30H44FN3OPS, with properties calculated with ωB97M-V/def2-TZVPD.

HOMO energy = -11.01 eV
Calculated total energy = -2248.1544 hartree
F_max = 0.00958 hartree/bohr
Total charge = +1

Positions of all 81 atoms, in Å:
H  -1.67  -0.89  0.45
C  4.84  7.50  1.54
H  5.05  8.55  1.34
C  -1.04  2.33  2.32
C  -1.94  -4.75  -1.41
H  4.86  7.74  3.67
H  -0.35  -0.86  2.54
C  2.99  -2.39  -5.48
H  -0.27  0.71  1.07
C  -2.00  -6.93  -2.42
C  -2.64  -1.03  0.94
N  -4.42  0.65  3.20
N  -3.45  0.23  0.65
C  4.32  4.83  2.04
C  1.16  -0.96  -4.87
O  -5.66  -0.89  1.59
C  -2.37  -1.59  2.35
C  -1.76  -5.33  -0.16
H  4.00  -2.51  -5.87
H  -3.43  0.71  3.33
C  4.48  5.71  3.10
H  -3.26  -1.67  2.96
H  0.73  1.65  -1.35
H  -3.29  2.03  -0.33
C  -2.06  -5.55  -2.54
H  -2.20  -5.10  -3.51
H  1.28  -0.33  -0.04
H  0.78  1.21  2.35
H  -2.30  3.45  0.98
C  1.48  1.77  -0.57
F  -2.05  -2.91  1.99
C  4.42  5.28  0.74
C  0.43  -2.08  -4.49
H  4.13  0.60  0.41
C  4.74  7.05  2.85
C  0.84  2.50  0.62
C  4.68  6.62  0.48
H  2.94  1.10  1.61
H  -0.69  3.35  2.52
H  2.28  2.39  -0.98
H  2.69  -4.49  -5.18
H  -2.09  -7.56  -3.30
H  -1.56  -7.17  0.93
H  -1.24  1.91  3.30
H  4.29  4.59  -0.09
H  1.62  3.04  1.17
C  -1.21  -1.07  3.17
H  -3.19  2.63  2.19
H  4.76  6.97  -0.54
H  0.40  -4.22  -4.29
H  -0.58  -1.96  -4.10
H  3.01  -0.25  -5.68
C  -2.35  2.49  1.51
H  -4.89  1.35  3.76
H  3.21  -0.60  1.28
H  -1.66  -4.71  0.71
N  -4.14  -0.05  -0.61
H  -1.47  -0.21  3.77
H  -1.99  -3.67  -1.51
H  4.40  5.36  4.12
H  -5.38  -1.49  2.30
C  0.09  1.60  1.60
H  0.16  3.25  0.22
C  -2.67  1.51  0.39
C  2.44  -1.12  -5.37
C  2.07  0.39  -0.28
H  2.53  0.01  -1.19
C  2.26  -3.50  -5.09
C  -3.43  -0.36  -1.58
P  -5.08  0.59  1.65
H  0.72  0.03  -4.79
C  -1.82  -7.51  -1.17
H  4.12  3.78  2.24
C  0.97  -3.35  -4.60
H  -1.77  -8.59  -1.08
H  -0.93  -1.86  3.86
H  -1.76  1.22  -0.14
C  -1.70  -6.71  -0.04
H  -3.18  -1.82  0.44
S  -2.56  -0.74  -2.78
C  3.14  0.38  0.82

Mulliken atomic charge list, values in e, 4 entries:
1. H 0.373
2. C -0.409
3. H 0.364
4. C -1.442

Below is a molecular structure, C30H44FeN4P2Si at a distorted geometry, with properties calculated with ωB97M-V/def2-TZVPD.

HOMO energy (alpha / beta) = -4.77 / -7.53 eV
2S+1 = 5
Calculated total energy = -3624.2828 hartree
F_max = 0.05990 hartree/bohr

Positions of all 82 atoms, in Å:
C  -0.74  0.89  1.63
H  2.12  -0.86  2.71
H  1.89  -0.63  5.13
C  3.65  0.64  -2.21
P  1.69  -1.05  -3.33
C  -4.00  -0.23  -4.34
H  -3.38  -0.59  6.46
C  -4.92  -2.28  -3.99
C  0.51  -0.04  1.47
H  -3.79  0.78  -4.63
C  4.84  1.31  -4.02
C  -0.66  0.89  7.46
H  2.53  1.02  4.18
H  1.17  -0.44  -5.69
H  -1.28  0.22  -5.34
H  -5.92  -0.71  -5.28
C  1.09  -0.98  5.81
H  -1.61  -2.29  8.12
H  0.37  0.92  7.84
H  -1.41  3.96  -1.06
Fe  0.03  -0.12  4.27
N  2.50  -2.29  -4.35
H  0.20  3.27  5.00
H  0.17  -1.08  1.35
C  2.61  -3.63  -3.96
H  -2.92  0.47  5.13
C  -0.89  -2.26  7.30
C  -1.89  3.39  -3.19
C  3.01  -4.41  -5.04
C  -0.74  -0.50  -4.71
C  1.46  0.01  2.64
C  -1.55  1.83  -1.59
N  -1.82  1.16  -2.80
C  3.84  0.45  -4.45
C  -2.00  2.15  -3.77
C  -3.71  -2.22  -3.31
N  3.11  0.01  -3.34
H  1.02  0.25  0.53
C  -0.04  2.96  3.97
H  2.78  -1.33  -6.29
H  3.50  -3.75  -7.17
H  2.06  3.17  3.67
C  -5.10  -1.01  -4.65
C  1.27  2.54  3.24
H  -2.31  0.45  3.07
H  -1.10  -3.09  6.61
H  2.38  -3.91  -2.94
H  5.31  2.07  -1.96
H  3.59  0.14  -5.45
C  1.72  1.12  3.45
C  2.84  -2.24  -5.71
C  0.76  -0.19  -4.71
H  0.12  -2.44  7.71
H  3.21  0.46  -1.24
H  -2.88  -1.29  4.90
H  -1.34  1.25  -0.71
H  5.56  1.78  -4.67
H  -0.52  1.89  1.20
H  1.44  -0.66  6.80
H  -0.92  -1.51  -5.14
H  -3.20  -2.95  -2.70
H  -2.00  4.34  -3.70
Si  -0.90  -0.62  6.35
C  4.70  1.45  -2.60
H  -5.59  -3.12  -4.04
C  -2.68  -0.48  5.62
C  -1.59  3.19  -1.80
H  -1.75  1.97  4.85
H  -1.36  0.85  8.31
C  -1.35  0.97  3.00
H  -1.50  0.44  0.97
H  -0.84  1.83  6.90
H  -2.18  1.89  -4.80
C  3.18  -3.51  -6.16
H  3.16  -5.48  -5.06
H  0.90  0.90  -4.57
N  -3.14  -0.95  -3.50
H  -0.43  3.86  3.46
C  -1.04  1.86  4.03
P  -1.49  -0.57  -2.99
H  1.19  2.78  2.17
H  1.05  -2.07  5.73

Mulliken atomic charge list, values in e, 4 entries:
1. C -0.614
2. H 0.441
3. H 0.159
4. C -0.389

Below is a molecular structure, C30H44N10S3TeY at a distorted geometry, with properties calculated with ωB97M-V/def2-TZVPD.

HOMO energy = -2.79 eV
Calculated total energy = -3218.0413 hartree
F_max = 0.02775 hartree/bohr
Total charge = -1

Positions of all 89 atoms, in Å:
H  5.93  -1.05  -1.26
N  4.49  -0.35  -2.56
H  -3.08  0.34  -2.96
N  4.49  0.52  -3.51
H  0.06  -0.97  4.15
H  0.87  0.13  -2.46
H  3.61  6.33  -0.62
H  1.88  -1.93  -1.96
C  5.51  -2.63  -2.67
N  3.53  1.33  -3.46
C  -2.21  -0.09  -2.46
H  6.53  -3.03  -2.74
C  2.27  3.25  -0.10
H  -1.80  2.25  -0.13
C  4.83  -2.79  -4.03
C  5.65  -1.15  -2.32
H  0.97  4.12  -3.11
H  -5.34  -2.98  4.13
C  -0.09  -5.72  -3.86
N  2.76  1.05  -2.21
C  -4.14  -0.82  -0.61
H  -2.00  -2.70  -0.87
H  -4.17  0.43  3.00
C  -0.69  2.41  -1.96
H  -2.90  -5.16  2.13
C  -4.36  -3.36  4.44
C  -1.89  1.87  -1.15
H  6.44  -0.71  -2.93
H  3.58  4.50  1.03
H  0.17  -5.45  -4.88
H  4.81  -3.83  -4.33
N  -2.06  0.42  -1.10
C  3.32  -0.25  -1.72
H  -2.78  2.34  -1.61
S  2.49  1.94  1.00
C  1.05  -3.72  -2.86
Te  1.60  -2.65  1.62
C  3.00  4.43  0.12
Y  0.37  -0.32  0.80
C  -1.20  -4.13  -2.25
H  3.64  -0.13  -0.67
H  1.03  0.37  4.15
H  -1.32  0.17  -3.03
C  -3.13  0.44  1.16
H  -0.58  0.52  3.82
C  -4.18  0.04  1.99
C  -0.08  -4.52  -2.98
C  3.01  5.45  -0.80
H  -3.48  -5.37  4.52
H  5.36  -2.22  -4.80
H  4.57  -4.42  -1.88
H  -2.28  -1.18  -2.47
N  0.65  2.01  -1.52
C  1.47  3.18  -1.26
C  -5.18  -0.80  1.56
H  -5.97  -1.10  2.23
C  1.01  -2.59  -2.07
H  3.82  -2.90  -1.36
C  -5.15  -1.24  0.25
N  -3.41  -4.44  2.62
H  1.96  -3.98  -3.38
H  1.24  1.53  -3.52
C  1.53  4.21  -2.19
C  1.32  1.14  -2.49
C  2.29  5.34  -1.98
N  -0.08  -2.20  -1.40
H  3.81  -2.41  -3.97
H  -4.31  -3.35  5.53
C  -2.83  -3.20  2.71
H  -5.92  -1.91  -0.12
H  2.34  6.11  -2.73
H  2.94  1.83  -1.56
H  0.65  -6.45  -3.51
H  -0.82  2.19  -3.03
C  4.76  -3.39  -1.58
H  -1.06  -6.20  -3.87
S  -1.58  -2.63  1.79
C  -1.15  -2.99  -1.47
S  -1.92  1.44  1.91
H  -3.33  -1.59  3.86
H  -5.03  -5.30  3.64
H  -0.78  3.49  -1.85
C  -3.11  0.02  -0.20
N  -3.27  -2.59  3.87
H  -2.12  -4.71  -2.30
C  -4.10  -4.76  3.85
H  -4.18  -1.18  -1.62
N  0.24  -0.08  3.70
H  5.34  -3.41  -0.66

Mulliken atomic charge list, values in e, 4 entries:
1. H 0.424
2. N 1.166
3. H 0.429
4. N -0.571

Below is a molecular structure, C30H44N2O6P2Sc at a distorted geometry, with properties calculated with ωB97M-V/def2-TZVPD.

HOMO energy (alpha / beta) = -9.18 / -9.19 eV
Calculated total energy = -3173.1941 hartree
F_max = 0.09233 hartree/bohr
Total charge = +1

Positions of all 85 atoms, in Å:
H  -1.90  -3.93  0.17
H  2.75  -1.65  -1.72
P  -2.37  -0.46  -2.07
H  -4.11  1.22  -2.82
C  0.64  -1.30  2.67
H  -3.50  1.55  -1.18
P  2.31  0.84  -1.82
H  -2.03  -0.31  3.48
H  1.93  0.19  3.48
H  -2.63  -2.68  -2.84
H  -0.75  2.84  7.06
C  -1.10  -1.04  -5.00
H  -2.06  1.93  -3.57
C  0.74  2.93  3.94
C  1.39  -1.86  1.60
C  -1.24  1.15  -3.59
H  2.82  0.87  -3.65
O  -0.26  0.88  1.16
C  3.36  -0.71  -1.73
H  2.09  2.94  -0.73
C  -0.80  -2.51  1.37
H  4.03  -0.74  -0.85
C  0.95  -3.75  -0.10
C  -1.64  2.25  5.19
H  2.48  3.11  -2.49
H  3.26  -2.63  2.33
H  3.28  -2.21  0.62
H  -1.40  -2.11  -4.94
C  0.13  1.99  1.72
C  1.22  -0.57  3.81
H  -0.69  2.72  -5.03
C  -3.77  0.74  -1.88
N  1.70  3.43  6.18
C  1.09  1.77  -4.42
H  -2.72  -1.91  3.22
O  0.77  2.88  1.11
C  1.72  0.62  -3.53
H  1.29  2.76  -3.97
O  1.55  3.52  7.42
C  0.57  3.09  5.34
H  -2.90  -2.71  0.93
H  -1.51  -1.65  4.50
C  2.87  -1.92  1.59
H  -0.53  1.30  -5.78
H  3.77  2.64  -1.31
C  2.70  2.56  -1.56
H  0.03  0.02  -2.26
O  -2.94  1.89  7.06
H  -0.85  -2.32  -2.92
H  1.79  -3.46  -0.75
C  -0.71  -1.70  2.51
C  -1.48  2.05  3.79
H  -1.62  -2.70  -1.29
H  0.15  -4.13  -0.74
H  -0.69  1.66  -1.50
C  0.50  -2.63  0.77
H  3.98  -0.71  -2.66
H  0.78  -1.95  -5.48
C  -1.84  -0.22  -3.95
H  -1.47  -0.78  -6.03
C  -0.61  2.74  5.98
C  -0.93  0.71  -2.11
C  -0.37  1.70  -4.76
H  -2.22  -4.02  1.89
H  -4.59  0.13  -1.46
C  -0.24  2.30  3.17
H  0.74  -0.39  -5.97
N  -2.80  1.67  5.84
O  2.79  3.68  5.63
H  -2.34  1.80  3.18
H  -2.94  -0.37  -4.20
C  0.50  -0.97  -5.08
H  3.31  -0.94  1.83
C  -2.00  -3.32  1.06
H  1.59  -1.56  -3.36
C  -1.77  -2.23  -2.29
C  -1.80  -1.39  3.47
C  1.19  -0.69  -3.85
H  1.30  -4.61  0.51
H  1.75  -1.24  4.50
H  1.63  3.36  3.48
O  -3.64  1.07  5.14
H  0.44  -0.06  4.38
Sc  0.25  -0.28  -0.46
H  1.65  1.80  -5.37

Mulliken atomic charge list, values in e, 4 entries:
1. H 0.660
2. H 0.021
3. P 0.966
4. H 0.421

> What is the calculated total energy in the first record?

-8230.4367 hartree

> Among the records above, which one has the lowest calculated total energy?

C30H44F5N9OPSe2Ti

> The highest F_max belongs to which entry?

C30H44N2O6P2Sc